Record 1
C17H21N3O2S2 | the ωB97M-V functional and the def2-TZVPD basis

Last columns: bonded neighbours and bond lengths (Å).
CARTESIAN COORDINATES (ANGSTROEM)
1 S 3.125 2.106 -1.230  O3 1.496, O4 1.407, N7 1.493, C19 1.837
2 S -4.217 -0.193 1.884  C24 1.645
3 O 3.417 3.574 -1.216  S1 1.496
4 O 3.511 1.667 0.050  S1 1.407
5 N -2.499 -0.556 -0.250  C17 1.809, C24 1.383, H42 1.005
6 N -2.067 -1.777 1.477  C20 1.272, C24 1.386, H43 1.188
7 N 3.382 1.304 -2.463  S1 1.493, H25 1.109, H44 0.826
8 C 0.743 1.969 0.294  C11 1.256, C19 1.237, H45 1.328
9 C 0.478 2.294 -1.964  C19 1.506, C22 1.399, H32 1.139
10 C 0.422 -4.371 1.105  C14 1.472, C16 1.450, C23 1.403
11 C -0.464 1.977 0.640  C8 1.256, C21 1.640, H41 1.099
12 C 2.295 -1.350 -0.535  C18 1.535, H27 0.977, H28 1.257, H39 1.280
13 C -2.906 2.099 -0.341  C17 1.712, C21 1.325, H31 1.049, H37 1.017
14 C -0.642 -3.468 1.574  C10 1.472, C20 1.345, H26 1.121
15 C -0.139 -1.552 0.261  C18 1.490, C20 1.361, H33 0.941
16 C 0.807 -5.708 1.514  C10 1.450, H34 0.917, H36 1.093, H40 1.071
17 C -3.585 0.676 -1.009  N5 1.809, C13 1.712, H30 1.146, H35 0.958
18 C 1.154 -2.238 -0.020  C12 1.535, C15 1.490, C23 1.546
19 C 1.359 2.243 -0.743  S1 1.837, C8 1.237, C9 1.506
20 C -0.923 -2.224 1.148  N6 1.272, C14 1.345, C15 1.361
21 C -1.599 2.235 -0.515  C11 1.640, C13 1.325, C22 1.444
22 C -0.890 2.489 -1.747  C9 1.399, C21 1.444, H38 1.241
23 C 1.406 -3.719 0.344  C10 1.403, C18 1.546, H29 1.183
24 C -2.975 -0.834 1.018  S2 1.645, N5 1.383, N6 1.386
25 H 3.861 2.121 -3.040  N7 1.109
26 H -1.367 -4.252 1.915  C14 1.121
27 H 2.617 -0.624 0.034  C12 0.977
28 H 1.790 -0.898 -1.594  C12 1.257
29 H 2.560 -3.907 0.167  C23 1.183
30 H -3.306 0.475 -2.102  C17 1.146
31 H -3.459 2.701 -0.998  C13 1.049
32 H 1.008 2.570 -2.934  C9 1.139
33 H -0.153 -0.634 0.053  C15 0.941
34 H 0.056 -6.165 1.771  C16 0.917
35 H -4.418 0.419 -0.613  C17 0.958
36 H 1.045 -6.128 0.533  C16 1.093
37 H -3.331 2.210 0.576  C13 1.017
38 H -1.552 2.580 -2.792  C22 1.241
39 H 3.189 -2.044 -1.132  C12 1.280
40 H 1.691 -5.638 2.113  C16 1.071
41 H -0.986 1.655 1.552  C11 1.099
42 H -1.775 -0.886 -0.864  N5 1.005
43 H -2.346 -2.309 2.502  N6 1.188
44 H 3.729 0.598 -2.208  N7 0.826
45 H 1.508 1.842 1.372  C8 1.328

Computed properties:
Electronic energy: -1770.920311 a.u.
SMILES string: Cc1cc(C)cc(NC(=S)NCCc2ccc(S(N)(=O)=O)cc2)c1
LUMO: 0.0 eV
Kohn-Sham gap: 7.954 eV
Spin multiplicity: 1

---

Record 2
C4H6ClN | the ωB97M-V functional and the def2-TZVPD basis

Last columns: bonded neighbours and bond lengths (Å).
CARTESIAN COORDINATES (ANGSTROEM)
1 Cl 2.398 0.246 -0.402  C4 1.760
2 N 0.432 0.521 1.437  C4 1.499, C5 1.310
3 C -1.236 1.526 -0.312  C5 1.422, H7 1.047, H8 1.029, H10 1.142
4 C 0.862 -0.302 0.260  Cl1 1.760, N2 1.499, C5 1.522, C6 1.493
5 C -0.241 0.743 0.335  N2 1.310, C3 1.422, C4 1.522
6 C 0.607 -1.749 -0.011  C4 1.493, H9 1.023, H11 1.054, H12 1.089
7 H -2.137 0.997 -0.236  C3 1.047
8 H -1.024 1.648 -1.311  C3 1.029
9 H 0.848 -1.826 -1.002  C6 1.023
10 H -1.371 2.483 0.297  C3 1.142
11 H -0.381 -1.964 0.283  C6 1.054
12 H 1.243 -2.322 0.662  C6 1.089

Computed properties:
Electronic energy: -670.884066 a.u.
SMILES string: CC1=N[C@]1(C)Cl
LUMO: 0.8 eV
Kohn-Sham gap: 10.081 eV
Spin multiplicity: 1

---

Record 3
C6H10 | the ωB97M-V functional and the def2-TZVPD basis

Last columns: bonded neighbours and bond lengths (Å).
CARTESIAN COORDINATES (ANGSTROEM)
1 C 0.923 -0.172 -2.480  C6 1.318, H7 1.090, H16 1.086
2 C -0.382 0.067 0.803  C3 1.333, C4 1.513, C5 1.466
3 C -0.092 0.771 -0.291  C2 1.333, C6 1.488, H13 1.090
4 C -1.594 0.450 1.623  C2 1.513, H11 1.084, H12 1.103, H15 1.110
5 C 0.363 -1.117 1.244  C2 1.466, H8 1.099, H10 1.103, H14 1.084
6 C 0.945 0.313 -1.254  C1 1.318, C3 1.488, H9 1.103
7 H 0.015 -0.490 -2.992  C1 1.090
8 H 0.622 -1.805 0.426  C5 1.099
9 H 1.904 0.586 -0.780  C6 1.103
10 H 1.371 -0.805 1.562  C5 1.103
11 H -2.092 1.356 1.296  C4 1.084
12 H -1.392 0.401 2.706  C4 1.103
13 H -0.797 1.475 -0.734  C3 1.090
14 H -0.157 -1.734 1.967  C5 1.084
15 H -2.384 -0.321 1.740  C4 1.110
16 H 1.734 -0.595 -3.066  C1 1.086

Computed properties:
Electronic energy: -234.542129 a.u.
SMILES string: C=CC=C(C)C
LUMO: 1.0 eV
Kohn-Sham gap: 9.813 eV
Spin multiplicity: 1

---

Record 4
C4H9N3O | the ωB97M-V functional and the def2-TZVPD basis

Last columns: bonded neighbours and bond lengths (Å).
CARTESIAN COORDINATES (ANGSTROEM)
1 O 1.109 -0.945 1.345  N4 1.401, H10 0.969
2 N -1.786 -0.430 1.458  N3 1.390, H13 1.017, H15 1.018
3 N -0.873 -0.198 0.437  N2 1.390, N4 1.386, C6 1.401
4 N 0.208 -1.049 0.276  O1 1.401, N3 1.386, C7 1.551
5 C 2.148 -0.545 -1.360  C7 1.340, H14 1.084, H17 1.084
6 C -0.500 1.109 0.097  N3 1.401, C8 1.355, H9 1.090
7 C 0.844 -0.574 -1.056  N4 1.551, C5 1.340, H12 1.086
8 C -1.194 1.936 -0.722  C6 1.355, H11 1.083, H16 1.083
9 H 0.265 1.506 0.764  C6 1.090
10 H 0.680 -1.400 2.085  O1 0.969
11 H -0.838 2.942 -0.904  C8 1.083
12 H 0.125 -0.776 -1.845  C7 1.086
13 H -1.303 -0.535 2.347  N2 1.017
14 H 2.494 -0.893 -2.327  C5 1.084
15 H -2.217 -1.333 1.267  N2 1.018
16 H -2.066 1.592 -1.265  C8 1.083
17 H 2.905 -0.408 -0.597  C5 1.084

Computed properties:
Electronic energy: -397.106943 a.u.
SMILES string: C=CN(N)N(O)C=C
LUMO: 0.7 eV
Kohn-Sham gap: 9.185 eV
Spin multiplicity: 1

---

In the order shown, the computed M values come out to 363.51, 103.55, 82.15, 115.14 Da.